Entry 1:
The following is a DFT calculation (ωB97M-V/def2-TZVPD) of a cluster of 2 separate species, C4H5FO2 in total at a distorted geometry.

Positions of all 12 atoms, in Å:
C (-1.4052, -0.4187, 1.4407)
C (-2.1470, -0.0649, 0.4213)
C (1.0649, -0.7295, -0.4494)
C (1.5112, 0.6541, -0.7756)
O (-0.7392, -0.8357, 2.3069)
O (0.1549, -1.2984, -0.9770)
F (-2.8391, 1.1055, 0.4834)
H (-1.8882, -0.4373, -0.4710)
H (1.7021, -1.0282, 0.3678)
H (1.1173, 1.4004, 0.0797)
H (0.9504, 1.0207, -1.5353)
H (2.5180, 0.6321, -0.8917)

Cartesian forces, eV/Å:
0.8650 -0.7454 1.2800
-0.5680 1.8992 2.7200
0.3475 1.8280 -0.0378
-3.4301 0.8300 3.6569
-0.6333 0.4050 -0.6147
-0.1250 -0.7923 0.0908
-0.2418 -0.1646 -0.0411
0.4191 -1.3133 -3.2951
0.0197 -1.6860 0.7900
1.4225 -1.8328 -1.2259
-1.1478 1.0047 -3.0231
3.0722 0.5674 -0.3000

## Properties
E_HOMO   -9.25 eV
ΔE to the lowest compared entry with this formula, charge and spin   3.235 eV
Lowest unoccupied orbital energy   0.0063 hartree
M   104.08 g/mol
Max |F|   5.082 eV/A
Structure (SMILES)   O=C=CF.CC=O
Electronic energy   -405.6482 hartree

***

Entry 2:
The following is a DFT calculation (ωB97M-V/def2-TZVPD) of an isolated molecule of C4H5FOS at a distorted geometry.

Positions of all 12 atoms, in Å:
C (1.1065, -1.6087, -0.9264)
C (-0.0701, -0.2422, 0.5549)
C (-0.7643, 0.8642, 0.9298)
C (-1.0282, 1.9796, 0.0697)
H (0.4750, -2.4337, -0.7727)
H (1.9906, -1.6944, -0.2609)
H (1.4249, -1.5224, -1.9353)
H (0.0994, -1.0435, 1.2760)
H (-0.6007, 1.8537, -0.9252)
O (0.4172, -0.3847, -0.6836)
F (-1.2047, 0.9053, 2.1944)
S (-1.8457, 3.3268, 0.4793)

Cartesian forces, eV/Å:
1.1805 1.2474 0.8865
-0.4775 0.6321 0.3762
0.5542 -0.6958 -0.4393
-0.1571 0.3630 0.1023
-0.9331 -1.1689 0.0794
-0.4082 0.0704 -0.3481
0.3163 -0.2535 -0.8395
-0.0103 0.1115 -0.1432
-0.0900 0.0438 0.0634
-0.1208 0.0444 0.2328
-0.0883 0.0091 0.1688
0.2342 -0.4036 -0.1392

## Properties
E_HOMO   -8.55 eV
ΔE to the lowest compared entry with this formula, charge and spin   1.287 eV
Lowest unoccupied orbital energy   -0.0239 hartree
M   120.15 g/mol
Max |F|   1.933 eV/A
Structure (SMILES)   CO/C=C(/F)C=S
Electronic energy   -728.6398 hartree

***

Q: The lowest ΔE to the lowest compared entry with this formula, charge and spin belongs to which entry?
A: C4H5FOS

***

Q: Which of these has the highest ΔE to the lowest compared entry with this formula, charge and spin?
A: C4H5FO2

***

Q: Look up the M of the second one.
A: 120.15 g/mol